No. 1
{
  "formula": "H11O6",
  "method": "the ωB97M-V functional and the def2-TZVPD basis",
  "spin_multiplicity": 1,
  "orbital_gap_ev": 9.08,
  "total_charge": -1,
  "e_tot_ha": -458.0960,
  "homo_ha": -0.18987,
  "e_above_lowest_kcal_mol": 14.5,
  "elements": ["O", "H", "O", "H", "H", "O", "H", "H", "O", "H", "H", "O", "H", "H", "O", "H", "H"],
  "xyz": [[-0.685, 1.569, 1.613], [-0.651, 1.121, 2.459], [-2.352, 0.787, -0.160], [-1.650, 1.340, 0.338], [-3.131, 0.634, 0.360], [-0.683, -1.278, 1.185], [-1.465, -1.391, 0.646], [-0.621, -0.295, 1.314], [1.493, 1.215, 0.037], [2.162, 1.642, 0.588], [0.662, 1.271, 0.584], [1.346, -2.540, -0.493], [0.721, -2.111, 0.129], [0.859, -2.327, -1.298], [0.977, 0.208, -2.417], [0.040, 0.178, -2.189], [1.324, 0.497, -1.537]]
}

No. 2
{
  "formula": "C39H44N5OP3S2SeSn",
  "method": "the ωB97M-V functional and the def2-TZVPD basis",
  "spin_multiplicity": 1,
  "orbital_gap_ev": 7.45,
  "total_charge": 2,
  "e_tot_ha": -6297.2509,
  "homo_ha": -0.45316,
  "e_above_lowest_kcal_mol": 35.9,
  "elements": ["Sn", "C", "C", "P", "C", "C", "C", "C", "C", "C", "C", "C", "C", "C", "C", "C", "P", "C", "C", "C", "C", "C", "C", "C", "C", "C", "C", "C", "C", "H", "H", "H", "H", "H", "H", "H", "H", "H", "H", "H", "H", "H", "H", "H", "H", "H", "H", "H", "H", "H", "H", "H", "H", "C", "C", "N", "N", "C", "S", "N", "N", "H", "H", "H", "H", "H", "H", "C", "P", "C", "C", "O", "H", "H", "H", "H", "H", "H", "H", "H", "H", "Se", "C", "N", "S", "C", "C", "C", "C", "C", "C", "H", "H", "H", "H", "H"],
  "xyz": [[-0.063, -0.554, -0.124], [-0.184, 0.441, 3.531], [-0.546, 1.615, 2.607], [0.734, 1.715, 1.277], [0.245, 2.939, 0.029], [1.354, 3.274, -0.883], [1.265, 4.276, -1.754], [0.010, 5.070, -1.944], [-1.223, 4.508, -1.185], [-0.957, 3.488, -0.121], [2.029, 2.653, 2.165], [1.787, 3.992, 2.472], [2.686, 4.694, 3.255], [3.828, 4.065, 3.738], [4.078, 2.740, 3.423], [3.184, 2.034, 2.631], [-0.219, -1.156, 2.589], [-1.746, -2.019, 3.067], [-2.368, -2.810, 2.103], [-3.487, -3.564, 2.423], [-3.996, -3.530, 3.714], [-3.381, -2.745, 4.679], [-2.255, -1.999, 4.363], [1.074, -2.193, 3.347], [2.400, -1.801, 3.155], [3.439, -2.599, 3.603], [3.166, -3.803, 4.238], [1.851, -4.198, 4.433], [0.806, -3.402, 3.984], [-0.881, 0.384, 4.367], [0.824, 0.564, 3.935], [-0.565, 2.558, 3.155], [-1.521, 1.437, 2.153], [2.273, 2.706, -0.775], [2.105, 4.540, -2.387], [0.209, 6.130, -1.781], [-1.849, 5.291, -0.753], [-1.783, 3.231, 0.534], [0.899, 4.483, 2.094], [2.496, 5.732, 3.494], [4.521, 4.614, 4.361], [4.969, 2.254, 3.795], [3.396, 1.006, 2.365], [-1.966, -2.810, 1.097], [-3.955, -4.190, 1.673], [-4.866, -4.121, 3.967], [-3.768, -2.729, 5.689], [-1.769, -1.415, 5.136], [2.608, -0.871, 2.643], [4.464, -2.280, 3.458], [3.977, -4.431, 4.582], [1.637, -5.130, 4.939], [-0.216, -3.721, 4.139], [0.725, -6.361, -0.669], [1.650, -5.226, -0.463], [2.900, -5.295, -0.157], [3.319, -4.009, -0.052], [2.345, -3.121, -0.265], [2.480, -1.445, -0.225], [1.269, -3.891, -0.550], [0.018, -3.371, -0.854], [1.263, -7.288, -0.490], [0.346, -6.377, -1.692], [-0.123, -6.305, 0.017], [4.281, -3.799, 0.161], [-0.688, -4.052, -0.599], [-0.048, -3.185, -1.855], [-4.613, 0.032, 2.395], [-3.991, 0.174, 0.703], [-4.589, 1.761, 0.082], [-4.791, -1.116, -0.277], [-2.487, 0.065, 0.639], [-5.679, 0.257, 2.426], [-4.076, 0.733, 3.034], [-4.451, -0.981, 2.763], [-5.679, 1.782, 0.096], [-4.233, 1.893, -0.939], [-4.208, 2.566, 0.711], [-5.874, -0.997, -0.270], [-4.531, -2.086, 0.142], [-4.425, -1.053, -1.302], [-1.334, 2.005, -4.965], [-0.669, 0.340, -4.695], [-0.276, -0.720, -4.463], [-1.972, 2.241, -2.848], [-1.856, 4.090, -2.577], [-0.684, 4.786, -3.309], [-1.057, 5.990, -4.113], [-2.315, 6.406, -4.242], [-3.423, 5.704, -3.595], [-3.224, 4.634, -2.829], [-0.081, 4.114, -3.928], [-0.235, 6.507, -4.594], [-2.549, 7.274, -4.842], [-4.424, 6.085, -3.747], [-4.043, 4.102, -2.359]]
}

No. 3
{
  "formula": "C19H44BrClN3O16S5",
  "method": "the ωB97M-V functional and the def2-TZVPD basis",
  "spin_multiplicity": 1,
  "orbital_gap_ev": 8.07,
  "total_charge": 1,
  "e_tot_ha": -7143.3185,
  "homo_ha": -0.44981,
  "elements": ["N", "C", "N", "N", "C", "Br", "C", "O", "C", "Cl", "H", "H", "H", "H", "O", "S", "O", "O", "C", "C", "C", "H", "H", "H", "H", "H", "H", "H", "H", "O", "S", "O", "O", "C", "C", "C", "H", "H", "H", "H", "H", "H", "H", "H", "O", "S", "O", "O", "C", "C", "C", "H", "H", "H", "H", "H", "H", "H", "H", "O", "S", "O", "O", "C", "C", "C", "H", "H", "H", "H", "H", "H", "H", "H", "O", "S", "O", "O", "C", "C", "C", "H", "H", "H", "H", "H", "H", "H", "H"],
  "xyz": [[6.926, 1.947, -1.489], [5.615, 1.636, -1.307], [5.230, 0.358, -1.278], [3.965, -0.055, -1.136], [3.080, 0.871, -1.007], [1.300, 0.374, -0.805], [3.365, 2.292, -1.019], [2.428, 3.200, -0.899], [4.673, 2.674, -1.161], [5.134, 4.302, -1.196], [7.548, 1.155, -1.599], [7.306, 2.591, -0.798], [5.906, -0.386, -1.391], [1.533, 2.836, -1.058], [-0.454, 2.765, -2.874], [-1.110, 1.927, -3.849], [-0.564, 0.626, -4.089], [-1.224, 2.722, -5.208], [-0.023, 3.300, -5.775], [0.885, 2.271, -6.411], [-2.822, 1.808, -3.501], [0.489, 3.877, -5.003], [-0.393, 4.001, -6.519], [1.302, 1.589, -5.671], [1.707, 2.778, -6.917], [0.337, 1.673, -7.139], [-3.218, 2.805, -3.333], [-2.927, 1.201, -2.603], [-3.318, 1.319, -4.337], [-3.700, -0.779, 1.193], [-4.026, 0.258, 2.128], [-4.589, 1.479, 1.642], [-2.712, 0.586, 2.975], [-1.527, 0.892, 2.217], [-1.565, 2.284, 1.613], [-5.004, -0.370, 3.439], [-1.388, 0.124, 1.453], [-0.704, 0.809, 2.925], [-2.354, 2.369, 0.868], [-0.615, 2.512, 1.126], [-1.758, 3.031, 2.382], [-4.555, -1.283, 3.821], [-5.988, -0.573, 3.022], [-5.073, 0.388, 4.215], [-4.312, -3.054, 5.837], [-3.519, -4.168, 6.267], [-3.822, -4.803, 7.510], [-1.992, -3.737, 6.241], [-1.625, -2.537, 6.967], [-1.598, -2.736, 8.467], [-3.437, -5.379, 4.997], [-2.299, -1.730, 6.678], [-0.633, -2.294, 6.592], [-2.593, -2.932, 8.863], [-1.209, -1.837, 8.944], [-0.962, -3.581, 8.731], [-3.188, -4.893, 4.059], [-4.423, -5.838, 4.944], [-2.691, -6.119, 5.273], [8.103, 2.408, 1.551], [7.271, 2.109, 2.687], [7.324, 2.928, 3.850], [7.458, 0.592, 3.070], [8.811, 0.120, 3.356], [9.321, 0.576, 4.703], [5.617, 2.004, 2.107], [9.468, 0.432, 2.544], [8.722, -0.963, 3.318], [9.460, 1.655, 4.738], [10.281, 0.101, 4.901], [8.621, 0.302, 5.492], [5.627, 1.371, 1.226], [5.318, 3.021, 1.855], [4.962, 1.602, 2.874], [-5.009, -0.706, -4.992], [-4.982, -2.091, -5.370], [-3.860, -2.601, -6.093], [-6.324, -2.435, -6.133], [-6.681, -1.623, -7.281], [-5.851, -1.935, -8.507], [-5.266, -3.094, -3.955], [-6.616, -0.571, -7.002], [-7.729, -1.856, -7.454], [-4.807, -1.661, -8.365], [-6.241, -1.377, -9.358], [-5.888, -3.000, -8.734], [-6.129, -2.712, -3.418], [-4.370, -3.027, -3.342], [-5.424, -4.118, -4.283]]
}

No. 4
{
  "formula": "C7H20NO5P",
  "method": "the ωB97M-V functional and the def2-TZVPD basis",
  "spin_multiplicity": 1,
  "orbital_gap_ev": 9.38,
  "e_tot_ha": -1051.0260,
  "homo_ha": -0.33479,
  "elements": ["C", "N", "C", "O", "O", "P", "C", "O", "H", "H", "H", "H", "H", "H", "H", "H", "C", "C", "O", "H", "H", "H", "H", "H", "H", "C", "C", "O", "H", "H", "H", "H", "H", "H"],
  "xyz": [[-1.097, -3.087, -1.280], [-1.887, -2.072, -0.559], [-1.138, -1.254, 0.333], [-1.364, -1.183, 1.505], [-0.093, -0.572, -0.210], [-3.154, -1.197, -1.359], [-4.469, -2.456, -1.200], [-2.889, -1.450, -2.970], [-1.299, -3.080, -2.351], [-0.025, -2.919, -1.138], [-1.324, -4.087, -0.897], [-0.310, -0.286, -1.109], [-4.014, -3.437, -1.052], [-5.138, -2.448, -2.061], [-5.006, -2.202, -0.280], [-2.370, -0.724, -3.344], [-0.188, 3.928, 0.780], [0.226, 2.579, 0.225], [0.166, 2.547, -1.204], [-1.200, 4.174, 0.457], [-0.159, 3.928, 1.870], [0.476, 4.718, 0.420], [-0.444, 1.798, 0.574], [1.238, 2.325, 0.554], [0.766, 3.218, -1.541], [3.724, 1.118, 2.255], [4.326, 0.009, 1.414], [3.547, -1.181, 1.463], [3.620, 0.801, 3.293], [4.338, 2.019, 2.225], [2.726, 1.374, 1.891], [5.314, -0.262, 1.783], [4.435, 0.338, 0.374], [2.665, -0.975, 1.136]]
}

What is the formula in the second record? C39H44N5OP3S2SeSn